{"formula": "C22H27NO6", "method": "ωB97M-V/def2-TZVPD", "species": ["C", "C", "C", "C", "C", "C", "C", "C", "C", "O", "O", "C", "C", "C", "O", "C", "O", "C", "C", "C", "C", "N", "C", "O", "O", "C", "C", "C", "C", "H", "H", "H", "H", "H", "H", "H", "H", "H", "H", "H", "H", "H", "H", "H", "H", "H", "H", "H", "H", "H", "H", "H", "H", "H", "H", "H"], "coordinates": [[-1.38197, -4.48341, -0.53166], [-1.49483, -3.05537, -1.07055], [-0.45076, -2.18164, -0.43867], [0.83855, -2.15614, -0.92552], [1.85963, -1.43847, -0.29488], [3.22736, -1.39775, -0.75722], [3.61477, -2.11072, -2.00962], [4.12897, -0.69775, -0.03290], [3.78547, 0.02086, 1.17719], [4.54813, 0.66749, 1.84982], [2.47007, -0.03564, 1.57245], [1.54546, -0.72592, 0.87286], [0.24342, -0.70983, 1.36067], [-0.74252, -1.42336, 0.70570], [-2.00334, -1.51419, 1.25546], [-2.80282, -0.46750, 1.50230], [-3.73634, -0.60810, 2.24027], [-2.52391, 0.85480, 0.77183], [-3.86038, 1.55300, 0.49537], [-4.36133, 0.79488, -0.73632], [-3.08057, 0.38078, -1.48080], [-1.98039, 0.64006, -0.55488], [-0.89791, 1.32451, -1.03964], [-0.66111, 1.38936, -2.22288], [-0.15924, 1.84775, -0.05282], [0.86615, 2.83524, -0.35314], [1.97184, 2.25196, -1.22932], [1.41436, 3.23000, 1.01753], [0.21679, 4.03814, -1.03945], [-2.13266, -5.11971, -0.99345], [-1.53635, -4.48893, 0.54434], [-0.39788, -4.89578, -0.74198], [-2.48957, -2.67491, -0.83840], [-1.36341, -3.05994, -2.15406], [1.06400, -2.71965, -1.81686], [3.02912, -1.73780, -2.84841], [3.42641, -3.17873, -1.91137], [4.66924, -1.95977, -2.22238], [5.16447, -0.62874, -0.32698], [0.02661, -0.15564, 2.25972], [-1.83781, 1.45366, 1.37541], [-4.53885, 1.47347, 1.34101], [-3.68497, 2.60382, 0.26419], [-5.00951, 1.40586, -1.36035], [-4.91860, -0.08689, -0.42068], [-3.09436, -0.67524, -1.75890], [-2.90746, 0.96518, -2.38731], [2.46071, 1.42315, -0.72682], [2.71344, 3.02069, -1.42756], [1.56170, 1.90134, -2.17197], [2.19963, 3.97038, 0.90030], [1.82606, 2.36281, 1.52557], [0.62224, 3.64913, 1.63321], [-0.60456, 4.41818, -0.43468], [0.95192, 4.82735, -1.16644], [-0.16473, 3.75312, -2.01655]], "forces_ev_per_angstrom": [[-0.14, 0.12, -0.13], [0.03, -0.16, 0.12], [-0.28, 0.10, 0.07], [-0.05, 0.20, 0.28], [-0.15, 0.28, 0.47], [0.41, 0.28, 0.30], [0.06, 0.06, 0.06], [-0.21, -0.29, -0.35], [0.42, 0.27, 0.23], [-0.28, -0.18, -0.18], [0.05, 0.19, 0.24], [-0.53, -0.58, -0.64], [0.01, -0.17, 0.04], [0.88, 0.01, -0.07], [0.21, -0.71, -0.09], [-0.40, 0.65, 0.15], [0.19, -0.06, -0.08], [-0.03, 0.25, 0.23], [-0.04, -0.13, 0.12], [0.04, -0.01, 0.08], [-0.07, -0.09, -0.53], [-0.16, 0.20, 0.22], [-0.02, -0.22, 0.03], [0.15, 0.16, -0.26], [-0.06, 0.04, 0.12], [0.39, 0.56, -0.19], [-0.30, -0.10, 0.06], [-0.26, -0.25, -0.28], [-0.04, -0.33, 0.05], [-0.06, -0.14, 0.00], [0.00, -0.06, 0.12], [0.09, -0.07, 0.00], [0.01, 0.03, -0.14], [-0.06, 0.07, -0.01], [0.03, -0.09, -0.14], [-0.04, -0.02, -0.10], [-0.02, -0.09, -0.05], [0.04, -0.02, -0.04], [0.07, 0.01, -0.02], [-0.03, 0.06, 0.13], [-0.11, -0.12, -0.06], [0.02, 0.09, -0.02], [0.10, 0.01, 0.03], [-0.04, -0.05, -0.02], [-0.06, 0.01, -0.01], [-0.04, 0.06, -0.07], [-0.04, -0.13, 0.10], [0.09, -0.09, 0.06], [0.11, 0.10, 0.03], [0.06, 0.02, -0.03], [0.09, 0.09, -0.02], [0.08, -0.07, 0.06], [-0.08, 0.09, 0.07], [-0.06, 0.07, 0.08], [0.09, 0.10, 0.01], [-0.01, 0.05, -0.06]], "homo_ev": -8.6, "gap_ha": 0.314, "fmax_ev_per_a": 1.0, "smiles": "CCc1cc2c(C)cc(=O)oc2cc1OC(=O)[C@@H]1CCCN1C(=O)OC(C)(C)C", "relative_energy_kcal_mol": 16.95, "total_charge": 0, "lumo_energy_ev": -0.04}


{"formula": "H4O5PS", "method": "ωB97M-V/def2-TZVPD", "species": ["O", "O", "O", "O", "O", "P", "S", "H", "H", "H", "H"], "coordinates": [[0.85346, 1.30114, 0.30078], [3.97172, -0.83239, 0.16567], [-0.55884, -0.87588, -0.17559], [-2.99937, -0.88995, 0.13413], [-1.96235, 1.47505, -0.38122], [-1.69554, 0.07437, 0.57033], [1.18850, -0.03996, -0.14955], [4.08220, -0.45427, -0.69999], [-2.74432, -1.38769, -0.68023], [-1.45625, 2.27306, -0.08698], [1.32078, -0.64349, 1.00263]], "forces_ev_per_angstrom": [[0.34, 1.31, -0.25], [-1.28, 0.15, 0.55], [0.03, 1.63, -0.15], [1.11, 0.51, -0.86], [0.36, -0.66, 0.23], [-0.06, -0.23, -0.10], [-0.75, -0.94, -0.22], [0.23, 0.23, -0.65], [-0.25, 0.46, 0.73], [-0.34, -1.40, -0.08], [0.60, -1.06, 0.81]], "homo_ev": -3.8, "gap_ha": 0.263, "fmax_ev_per_a": 1.6, "relative_energy_kcal_mol": 74.12, "total_charge": -1, "lumo_energy_ev": 3.39}


{"formula": "C6H12O", "method": "ωB97M-V/def2-TZVPD", "species": ["C", "C", "C", "C", "C", "C", "H", "H", "H", "H", "H", "H", "H", "H", "H", "H", "H", "H", "O"], "coordinates": [[-2.21351, -0.09573, 1.24880], [-1.13382, 0.32822, 0.26440], [-1.54372, 0.57865, -1.01826], [1.24581, 0.24396, -0.32486], [0.20041, 0.19036, 0.73800], [0.62096, -0.33018, 2.08390], [-2.26024, 0.88587, 1.76822], [-3.13649, -0.19750, 0.69988], [-1.94519, -0.87161, 1.94707], [-2.60714, 0.57774, -1.20192], [-0.75511, 0.63552, -1.76166], [1.36248, 1.26838, -0.67592], [2.23241, -0.13998, -0.06290], [0.93594, -1.37949, 1.91623], [-0.12512, -0.27511, 2.87992], [1.58474, 0.18547, 2.24373], [0.95951, -0.31570, -1.23739], [2.55181, -1.04557, -3.44937], [2.31324, -0.60906, -2.62505]], "forces_ev_per_angstrom": [[0.51, 3.02, -0.11], [-1.65, -1.48, 0.28], [1.85, -0.49, 1.33], [-0.22, 0.21, 1.50], [1.73, -1.18, -2.39], [0.24, 0.45, -1.13], [-0.77, -0.79, 0.74], [-0.33, -0.55, 0.30], [-0.17, -0.33, -0.13], [0.10, 0.05, -0.48], [-0.57, 0.50, -0.45], [0.04, 0.16, -0.34], [-0.18, 0.13, 0.25], [-0.29, 0.25, 0.04], [0.42, 0.16, -0.10], [-0.51, -0.15, 0.66], [0.32, -0.23, -0.49], [-0.25, -0.17, 0.02], [-0.27, 0.43, 0.51]], "homo_ev": -6.8, "gap_ha": 0.157, "fmax_ev_per_a": 3.2, "relative_energy_kcal_mol": 138.25, "total_charge": 0, "lumo_energy_ev": -2.54}


{"formula": "C6H13NO", "method": "ωB97M-V/def2-TZVPD", "species": ["C", "C", "C", "C", "N", "C", "C", "O", "H", "H", "H", "H", "H", "H", "H", "H", "H", "H", "H", "H", "H"], "coordinates": [[-0.15714, 1.12232, 2.57393], [0.63631, 0.75371, 1.30729], [-0.15893, 0.95259, 0.01483], [-1.10954, -0.31752, -0.30734], [-0.40962, -1.52698, -0.36282], [0.44287, -1.73486, -1.49649], [0.45674, -0.68951, -2.53006], [1.18672, -2.66844, -1.38369], [-0.32088, 2.13673, 2.57112], [0.37175, 0.67909, 3.39919], [-1.08549, 0.57615, 2.73757], [1.61545, 1.40326, 1.34553], [0.93258, -0.22756, 1.58384], [-0.77775, 1.93040, -0.07769], [0.65161, 0.87447, -0.76800], [-1.82344, -0.28008, 0.58751], [-1.59579, 0.06146, -1.27366], [-0.19164, -1.96157, 0.61489], [0.60057, 0.42767, -2.16669], [-0.55768, -0.61150, -3.04000], [1.29333, -0.89985, -3.32927]], "forces_ev_per_angstrom": [[0.30, -2.51, -0.40], [0.16, 2.54, 1.35], [0.65, -0.95, -0.85], [-1.05, 4.37, 1.44], [0.43, -0.87, 0.17], [-0.24, -0.15, 4.34], [0.32, 2.36, -3.18], [1.01, -0.92, -1.32], [-0.42, 2.35, 0.76], [0.74, 0.83, 0.79], [-0.53, 0.12, -0.85], [-1.79, -1.19, -0.31], [0.56, -1.28, -1.04], [1.27, -1.53, 0.36], [-1.17, 1.00, 1.03], [0.43, -0.46, -1.60], [0.13, -1.38, 1.38], [-0.17, 0.73, -3.14], [-0.07, -2.86, -0.85], [1.25, -0.39, 0.33], [-1.81, 0.19, 1.63]], "homo_ev": -9.1, "gap_ha": 0.367, "fmax_ev_per_a": 4.7, "smiles": "CCCCNC(C)=O", "relative_energy_kcal_mol": 56.18, "total_charge": 0, "lumo_energy_ev": 0.90}


{"formula": "C5H11NO", "method": "ωB97M-V/def2-TZVPD", "species": ["C", "C", "C", "C", "N", "C", "O", "H", "H", "H", "H", "H", "H", "H", "H", "H", "H", "H"], "coordinates": [[-1.70878, -0.52487, -1.22287], [-1.31240, 0.28426, 0.01742], [0.21487, 0.40452, 0.14602], [0.71385, 1.55075, 1.01910], [0.80214, -0.86941, 0.53030], [1.86183, -1.39195, -0.13844], [2.35672, -0.90463, -1.13638], [-1.27167, -0.05166, -2.10763], [-1.32010, -1.54789, -1.17041], [-2.79318, -0.58600, -1.37271], [-1.74853, 1.28853, -0.04324], [-1.75450, -0.16740, 0.91852], [0.63513, 0.57112, -0.85404], [0.24395, 2.49303, 0.72169], [0.51867, 1.39232, 2.08536], [1.79470, 1.66883, 0.88993], [0.52782, -1.27885, 1.41107], [2.23948, -2.33070, 0.30633]], "forces_ev_per_angstrom": [[0.09, 0.02, 0.00], [-0.14, -0.03, 0.02], [-0.04, 0.13, -0.49], [0.05, 0.08, 0.15], [0.09, -0.03, 0.14], [0.05, 0.06, -0.09], [-0.07, -0.18, 0.23], [-0.10, -0.11, 0.01], [-0.04, 0.15, 0.01], [0.20, 0.07, 0.15], [0.14, -0.08, -0.05], [0.21, 0.05, -0.06], [-0.26, 0.07, 0.11], [0.01, -0.12, 0.03], [-0.08, -0.03, -0.11], [-0.14, -0.07, 0.05], [0.08, -0.06, -0.12], [-0.07, 0.09, 0.00]], "homo_ev": -9.7, "gap_ha": 0.391, "fmax_ev_per_a": 0.5, "smiles": "CC[C@@H](C)NC=O", "relative_energy_kcal_mol": 5.98, "total_charge": 0, "lumo_energy_ev": 0.91}


{"formula": "C5H9N", "method": "ωB97M-V/def2-TZVPD", "species": ["C", "C", "C", "C", "C", "N", "H", "H", "H", "H", "H", "H", "H", "H", "H"], "coordinates": [[-0.67451, 1.50402, -0.21591], [-0.57087, 0.06318, 0.29704], [-0.76731, -0.97447, -0.79707], [1.10329, -0.10757, 1.12887], [1.79871, -0.90981, 0.17147], [1.90612, -1.57153, -0.77776], [-0.13945, 2.16975, 0.46164], [-1.70477, 1.88382, -0.30015], [-0.22539, 1.59316, -1.21328], [-1.18091, -0.11874, 1.18047], [-1.10407, -0.58445, -1.76702], [-1.34911, -1.85610, -0.50448], [0.26570, -1.35211, -1.04267], [1.07351, -0.62023, 2.11035], [1.56905, 0.88108, 1.26851]], "forces_ev_per_angstrom": [[0.26, -0.01, 0.18], [1.43, -0.05, 0.76], [0.82, -0.30, -0.03], [-1.51, 0.22, -0.69], [0.18, -0.56, -0.90], [1.51, 0.33, 1.05], [-0.09, 0.18, -0.08], [0.20, -0.43, 0.10], [0.02, -0.05, 0.24], [-0.14, 0.12, -0.18], [-0.32, 0.20, 0.53], [-0.02, 0.35, 0.01], [-1.58, 0.05, -0.19], [-0.38, 0.27, -0.59], [-0.39, -0.33, -0.20]], "homo_ev": -10.5, "gap_ha": 0.422, "fmax_ev_per_a": 1.9, "smiles": "CC(C)CC#N", "relative_energy_kcal_mol": 40.06, "total_charge": 0, "lumo_energy_ev": 0.95}